24
Properties=species:S:1:pos:R:3:mulliken_charge:R:1 method="wB97M-V/def2-TZVPD" charge=-2 lumo_ev=5.9 energy_ha=-721.0718 homo_lumo_gap_ev=5.0 e_homo_ev=0.95
C 0.532 -1.927 -0.047 -0.80
C -0.882 0.003 -1.167 0.38
C 1.750 -2.300 -0.599 0.57
C -2.075 0.540 -1.921 0.04
C 0.195 -0.919 1.028 0.62
C -1.252 -1.023 1.458 -1.33
C -0.520 2.358 -0.350 -1.06
C 1.963 0.594 0.363 -0.98
N -0.416 0.920 -0.370 0.24
N 0.551 0.424 0.746 -0.31
O 1.506 -3.218 0.346 -0.50
O -3.122 0.433 -1.274 -0.68
O 2.647 -2.396 -1.413 -0.76
O -2.046 0.895 -3.132 -0.77
H 0.883 -1.111 1.863 0.54
H -1.526 -2.062 1.138 0.28
H -1.932 -0.276 0.978 0.22
H -1.555 -1.072 2.501 0.37
H 0.500 2.911 -0.442 0.15
H -1.118 2.629 -1.191 0.42
H -0.796 2.644 0.614 0.39
H 2.150 -0.056 -0.489 0.34
H 1.943 1.664 0.169 0.31
H 2.619 0.346 1.190 0.31